No. 1
Computed, not measured: C6H13P in the gas phase in a non-equilibrium geometry, with wB97M-V/def2-TZVPD.

Structure (SMILES): C/C=P(\C)=C/CC
Electronic energy (eV): -15717.6483
Charge: 0
Orbital gap (spin up / spin down) (eV): 7.434 / 7.435
Energy relative to the best compared isomer or geometry (same formula, charge and spin) (kJ/mol): 322.5
Maximum force (eV/Å): 3.7

Last column: Löwdin charge in e.
Element x y z (Å)
C 1.763 1.015 0.422  -0.400
C -1.130 -0.435 0.155  -0.348
C 3.150 0.867 -0.259  -0.178
C -3.395 0.134 -0.733  -0.119
C 1.347 -1.857 0.289  -0.213
C -2.127 0.635 -0.019  -0.400
P 0.548 -0.166 0.585  0.915
H 1.571 1.967 0.917  0.026
H -1.364 -1.161 0.950  0.035
H 3.332 -0.068 -0.719  0.026
H 3.977 0.982 0.594  0.110
H 3.173 1.629 -1.002  0.042
H -3.273 0.143 -1.802  0.054
H -4.174 0.908 -0.458  0.078
H -3.695 -0.868 -0.213  0.106
H 1.264 -2.021 -0.746  0.020
H 0.711 -2.532 0.889  0.046
H 2.297 -1.599 0.681  0.004
H -2.434 0.969 0.961  0.089
H -1.541 1.458 -0.492  0.106

No. 2
Computed, not measured: C6H14 in the gas phase, with wB97M-V/def2-TZVPD.

Structure (SMILES): CCC(C)CC
Electronic energy (eV): -6449.3506
Charge: 0
Orbital gap (eV): 12.177
Energy relative to the best compared isomer or geometry (same formula, charge and spin) (kJ/mol): 5.6
Maximum force (eV/Å): 0.2

Last column: Löwdin charge in e.
Element x y z (Å)
C -1.162 -2.046 1.060  -0.119
C -0.859 -0.548 1.068  -0.252
C 0.217 -0.095 0.069  -0.415
C -0.058 -0.612 -1.346  -0.078
C 0.319 1.437 0.090  -0.253
C 1.533 2.014 -0.636  -0.112
H -0.244 -2.642 1.136  0.077
H -1.807 -2.320 1.903  0.069
H -1.676 -2.339 0.138  0.066
H -1.787 0.006 0.860  0.114
H -0.545 -0.245 2.076  0.108
H 1.184 -0.508 0.400  0.139
H 0.680 -0.234 -2.062  0.067
H -0.026 -1.706 -1.392  0.071
H -1.051 -0.289 -1.688  0.089
H 0.337 1.776 1.136  0.108
H -0.603 1.848 -0.349  0.114
H 1.540 1.755 -1.700  0.062
H 1.543 3.107 -0.568  0.069
H 2.466 1.641 -0.195  0.075

No. 3
Computed, not measured: 2 unconnected molecules or ions with the total composition C6H14, with wB97M-V/def2-TZVPD.

Electronic energy (eV): -6445.0641
Charge: 0
Orbital gap (eV): 8.698
Energy relative to the best compared isomer or geometry (same formula, charge and spin) (kJ/mol): 419.2
Maximum force (eV/Å): 0.5

Last column: Löwdin charge in e.
Element x y z (Å)
C -0.910 0.604 -2.031  -0.115
C -0.998 0.361 -0.526  -0.333
C 1.105 -0.357 1.281  -0.112
C -0.354 1.549 0.194  -0.148
C 0.028 -1.177 1.887  -0.189
C 1.709 -0.923 0.056  -0.186
H 0.118 0.448 -2.394  0.073
H -1.185 1.643 -2.251  0.071
H -1.574 -0.062 -2.588  0.069
H -2.037 0.304 -0.178  0.111
H -0.587 -0.631 -0.319  0.044
H -0.955 2.416 -0.098  0.078
H -0.343 1.493 1.287  0.058
H 0.684 1.735 -0.112  0.075
H -0.737 -0.572 2.394  0.081
H 0.620 -1.622 2.702  0.093
H -0.469 -1.977 1.309  0.077
H 2.114 -0.159 -0.621  0.077
H 1.180 -1.696 -0.532  0.079
H 2.590 -1.377 0.539  0.097

No. 4
Computed, not measured: 2 unconnected molecules or ions with the total composition C6H14, with wB97M-V/def2-TZVPD.

Structure (SMILES): C/C=C(\C)CC.[H][H]
Electronic energy (eV): -6447.8650
Charge: 0
Orbital gap (eV): 10.029
Energy relative to the best compared isomer or geometry (same formula, charge and spin) (kJ/mol): 149.0
Maximum force (eV/Å): 0.2

Last column: Löwdin charge in e.
Element x y z (Å)
C 2.574 -0.040 -0.349  -0.111
C 1.215 -0.684 -0.456  -0.150
C 0.037 -0.052 -0.485  -0.359
C -0.085 1.447 -0.404  -0.064
C -1.254 -0.829 -0.637  -0.230
C -2.356 -0.427 0.348  -0.115
H 2.612 0.724 0.436  0.066
H 3.340 -0.786 -0.115  0.066
H 2.872 0.444 -1.289  0.078
H 1.205 -1.772 -0.534  0.100
H 0.442 0.133 2.860  0.050
H 0.393 -0.119 2.161  0.022
H -0.639 1.751 0.493  0.073
H 0.890 1.939 -0.376  0.067
H -0.638 1.840 -1.266  0.089
H -1.040 -1.899 -0.530  0.104
H -1.633 -0.694 -1.661  0.113
H -2.675 0.611 0.197  0.066
H -3.237 -1.064 0.217  0.069
H -2.023 -0.524 1.388  0.063

No. 5
Computed, not measured: a molecular structure, C6H14AlN2 in a non-equilibrium geometry, with wB97M-V/def2-TZVPD.

Electronic energy (eV): -16025.1864
Charge: -1
Orbital gap (eV): 7.481
Maximum force (eV/Å): 2.5

Last column: Löwdin charge in e.
Element x y z (Å)
N -2.014 2.543 -1.050  -0.103
C -0.704 1.741 -0.900  -0.359
C 0.622 2.702 -0.773  -0.392
Al 1.966 2.142 0.672  0.059
H -1.927 3.459 -0.555  0.038
H -2.181 2.729 -2.083  0.053
H -0.566 1.121 -1.908  0.105
H -0.846 0.977 -0.019  0.072
H 0.250 3.810 -0.542  0.037
H 1.199 2.741 -1.810  0.038
H 1.430 2.338 2.175  -0.176
H 2.547 0.663 0.499  -0.177
H 3.245 3.113 0.510  -0.175
N 0.233 -4.017 0.641  -0.019
C 0.556 -2.902 1.369  -0.136
C -0.311 -1.894 1.011  -0.106
C -1.191 -2.422 0.036  -0.114
C -0.834 -3.736 -0.171  -0.162
H 0.708 -4.909 0.695  0.140
H 1.374 -2.920 2.077  0.106
H -0.310 -0.888 1.409  0.085
H -1.999 -1.900 -0.460  0.091
H -1.247 -4.491 -0.825  0.095

No. 6
Computed, not measured: a molecular structure, C6H14AuClIrO2 in a non-equilibrium geometry, with wB97M-V/def2-TZVPD.

Electronic energy (eV): -29585.0914
Charge: 0
Orbital gap (spin up / spin down) (eV): 5.219 / 4.705
Spin multiplicity: 8
Energy relative to the best compared isomer or geometry (same formula, charge and spin) (kJ/mol): 130.4
Maximum force (eV/Å): 5.3

Last column: Löwdin charge in e.
Element x y z (Å)
Au 0.826 -0.669 1.722  0.868
Cl 2.149 -0.404 -0.196  0.000
C 1.941 1.002 2.212  -0.288
H 1.698 1.208 3.254  0.003
H 1.595 1.808 1.558  -0.002
H 2.995 0.781 2.077  -0.023
Ir 0.272 0.466 -2.019  1.246
C 0.465 -1.057 -3.246  -0.434
C 1.336 1.869 -2.897  -0.426
C -1.371 1.225 -2.351  -0.440
H 0.905 2.849 -2.626  -0.005
H 2.391 1.790 -2.564  -0.003
H 1.256 1.703 -3.987  0.010
H -0.490 -1.614 -3.223  -0.013
H 0.645 -0.663 -4.262  0.004
H 1.298 -1.709 -2.922  -0.019
H -1.446 2.261 -2.690  -0.045
H -2.316 0.643 -2.298  -0.038
C -2.522 -1.888 3.846  0.017
C -1.392 -1.323 3.029  -0.630
O -0.196 -1.769 3.302  -0.105
O -1.614 -0.465 2.123  0.038
H -2.235 -2.833 4.310  0.093
H -3.402 -2.035 3.218  0.094
H -2.790 -1.177 4.630  0.097

No. 7
Computed, not measured: a molecular structure, C6H14BCsInNO4 in a non-equilibrium geometry, with wB97M-V/def2-TZVPD.

Electronic energy (eV): -22522.7531
Charge: 0
Orbital gap (eV): 6.246
Maximum force (eV/Å): 13.5

Last column: Löwdin charge in e.
Element x y z (Å)
C -2.076 -1.561 -1.236  -0.060
C -0.737 -1.165 -1.819  -0.527
O -0.885 0.051 -2.503  -0.029
B 0.191 0.955 -2.369  -0.660
O 0.510 1.631 -3.529  0.078
In 1.189 1.398 -0.368  0.602
N 0.127 0.089 1.064  -0.019
C 0.850 -0.486 2.076  -0.583
C 2.236 -1.007 1.758  -0.056
O 0.403 -0.645 3.216  0.016
C -1.068 0.657 1.602  -0.520
C -0.974 1.928 2.401  -0.015
O -2.142 0.129 1.389  0.066
H -2.330 -0.875 -0.419  0.066
H -2.821 -1.427 -2.032  0.088
H -2.105 -2.598 -0.879  0.086
H 0.027 -1.132 -1.037  0.085
H -0.459 -1.970 -2.614  -0.463
H 1.458 1.634 -3.687  0.082
H 2.907 1.028 -0.309  -0.089
H 0.999 3.096 0.012  -0.085
H 2.450 -1.805 2.472  0.079
H 2.975 -0.213 1.907  0.065
H 2.340 -1.361 0.729  0.051
H -0.174 2.584 2.055  0.034
H -1.931 2.449 2.332  0.087
H -0.761 1.654 3.439  0.091
Cs -0.200 -3.036 -3.652  1.533

No. 8
Computed, not measured: a molecular structure, C6H14CeClInO2 in a non-equilibrium geometry, with wB97M-V/def2-TZVPD.

Electronic energy (eV): -41168.2999
Charge: -1
Orbital gap (spin up / spin down) (eV): 5.948 / 6.660
Spin multiplicity: 2
Energy relative to the best compared isomer or geometry (same formula, charge and spin) (kJ/mol): 0.0
Maximum force (eV/Å): 1.8

Last column: Löwdin charge in e.
Element x y z (Å)
In -0.182 -0.115 0.219  0.721
Cl 2.402 -0.612 0.804  0.101
C -0.294 1.752 1.369  -0.222
H -1.324 1.794 1.683  -0.039
H -0.008 2.576 0.715  -0.019
H 0.419 1.607 2.179  -0.028
Ce 2.223 -0.143 -1.788  0.450
C 2.368 -2.166 -2.887  -0.356
C 3.645 1.500 -2.569  -0.362
C 0.060 0.572 -2.001  -0.436
H 2.965 2.272 -2.991  -0.020
H 4.190 1.769 -1.628  -0.017
H 4.237 0.912 -3.323  -0.019
H 1.401 -2.315 -3.417  -0.015
H 3.242 -1.979 -3.573  -0.017
H 2.583 -2.889 -2.060  -0.014
H -0.180 1.659 -2.098  -0.044
H -0.545 -0.093 -2.656  -0.053
C -2.525 -3.241 1.747  -0.014
C -1.514 -2.120 1.567  -0.705
O -0.794 -1.606 2.420  0.003
O -1.545 -1.754 0.313  -0.149
H -2.549 -3.596 2.785  0.076
H -2.225 -4.015 1.007  0.090
H -3.490 -2.815 1.389  0.089

No. 9
Computed, not measured: a molecular structure, C6H14ClMnORu in a non-equilibrium geometry, with wB97M-V/def2-TZVPD.

Electronic energy (eV): -54910.7235
Charge: 0
Orbital gap (spin up / spin down) (eV): 5.852 / 6.441
Spin multiplicity: 9
Energy relative to the best compared isomer or geometry (same formula, charge and spin) (kJ/mol): 295.2
Maximum force (eV/Å): 3.1

Last column: Löwdin charge in e.
Element x y z (Å)
Ru -0.759 0.381 1.767  1.067
Cl -2.519 0.661 3.498  -0.247
C -1.388 -1.167 -0.435  -0.290
C -1.084 2.209 0.966  -0.255
H -2.218 -0.649 0.044  0.003
H -1.591 -1.267 -1.495  0.017
H -1.239 -2.156 -0.014  0.019
H -2.110 2.439 0.683  0.031
H -0.472 2.730 0.235  0.002
H -0.942 2.763 1.904  0.011
Mn 0.163 -0.151 -0.644  0.438
C 1.519 1.023 -0.022  -0.271
C -0.455 0.927 -2.139  -0.106
H 1.277 2.036 -0.306  -0.010
H 1.634 0.894 1.065  -0.001
H 2.429 0.678 -0.528  0.037
H -0.247 1.997 -1.956  -0.044
H -1.584 0.787 -2.098  -0.018
C 1.736 -2.560 -0.464  -0.046
C 1.069 -1.528 0.392  -0.517
O 1.045 -1.546 1.640  -0.087
H 1.719 -2.258 -1.517  0.075
H 1.228 -3.532 -0.388  0.097
H 2.789 -2.710 -0.187  0.095

No. 10
Computed, not measured: a molecular structure, C6H14ClO2RhTm in a non-equilibrium geometry, with wB97M-V/def2-TZVPD.

Electronic energy (eV): -55599.8356
Charge: -1
Orbital gap (spin up / spin down) (eV): 5.288 / 7.496
Spin multiplicity: 7
Maximum force (eV/Å): 4.9

Last column: Löwdin charge in e.
Element x y z (Å)
Tm 1.415 -1.679 -1.567  0.978
Cl 2.693 -3.291 -2.805  -0.221
C 2.023 0.557 -1.941  -0.334
C -0.658 -1.272 -2.634  -0.338
H 1.767 0.935 -2.943  -0.046
H 1.723 1.344 -1.220  -0.046
H 3.123 0.528 -1.901  -0.061
H -0.566 -0.621 -3.516  -0.046
H -1.575 -0.924 -2.115  -0.056
H -0.931 -2.244 -3.057  -0.071
Rh -1.099 0.473 0.762  0.801
C -2.060 -1.087 1.673  -0.306
C -1.524 2.053 -0.140  -0.349
H -3.106 -1.006 1.332  -0.040
H -1.607 -2.028 1.331  -0.029
H -1.997 -1.019 2.773  -0.029
H -2.206 2.015 -1.062  -0.055
H -0.778 2.859 -0.410  -0.066
C 0.620 1.271 3.166  0.019
O 1.232 -0.053 2.482  -0.093
C 0.673 -0.388 1.335  -0.560
O 1.320 -1.209 0.602  -0.249
H 0.644 1.182 4.260  0.074
H -0.395 1.503 2.751  0.043
H 1.269 2.100 2.843  0.078

No. 11
Computed, not measured: a molecular structure, C6H14CrO3 in a non-equilibrium geometry, with wB97M-V/def2-TZVPD.

Electronic energy (eV): -40991.2211
Charge: +2
Orbital gap (spin up / spin down) (eV): 5.820 / 6.678
Spin multiplicity: 5
Energy relative to the best compared isomer or geometry (same formula, charge and spin) (kJ/mol): 162.2
Maximum force (eV/Å): 4.4

Last column: Löwdin charge in e.
Element x y z (Å)
H 0.324 2.618 -0.820  0.001
C 3.240 1.051 0.403  -0.004
O 2.092 0.332 -0.028  -0.349
C 2.259 -1.081 -0.147  -0.086
C 0.964 -1.643 -0.591  0.180
O -0.066 -1.260 0.206  -0.041
C -1.392 -1.674 -0.132  -0.074
C -2.317 -0.589 0.361  -0.125
O -1.845 0.658 -0.143  -0.347
C -2.748 1.742 0.072  -0.024
H 2.918 2.081 0.589  0.116
H 3.628 0.600 1.327  0.125
H 4.007 1.030 -0.382  0.128
H 2.552 -1.468 0.847  0.190
H 3.044 -1.295 -0.887  0.176
H 0.825 -2.417 -1.345  0.194
H -1.605 -2.621 0.377  0.176
H -1.492 -1.803 -1.218  0.166
H -2.331 -0.551 1.461  0.164
H -3.334 -0.776 -0.012  0.169
H -2.308 2.629 -0.394  0.100
H -3.714 1.508 -0.394  0.123
H -2.879 1.916 1.149  0.124
Cr 0.180 1.013 -0.301  0.919